Below is a 4-piece molecular cluster, C42H89BrN6OP overall at a distorted geometry, with properties calculated with wB97M-V/def2-TZVPD.

```
140
Properties=species:S:1:pos:R:3:forces:R:3
C -5.5645 1.9986 -6.5692 -0.215 -0.051 -0.632
C -4.2175 1.1844 -6.9049 -0.534 -0.111 0.297
C -3.8963 0.0536 -5.8126 0.064 0.189 0.191
C -3.6236 0.6406 -4.3356 -0.283 0.097 -0.075
C -4.0617 -0.3853 -3.1671 0.257 0.047 -0.185
C -3.0597 -1.6469 -3.0204 0.070 0.858 -1.287
C -1.6111 -1.1413 -2.5297 -0.098 0.007 0.360
C -1.1141 -1.7736 -1.1331 -0.124 -0.230 -0.204
C 0.1771 -2.7246 -1.2661 0.303 0.536 0.430
C 1.4454 -1.9117 -1.8277 0.368 -0.110 0.935
C 2.0460 -0.9925 -0.6392 0.799 -0.136 -0.533
C 2.9608 0.1993 -1.2496 -0.640 0.753 0.798
C 2.3088 1.6066 -0.8362 1.554 1.045 0.155
Br 0.4383 1.8675 -1.5509 1.070 -0.677 0.683
C 2.4450 1.9648 0.7581 0.484 0.776 -2.218
C 3.8493 2.7268 0.7641 1.834 0.846 -0.337
C 4.9396 3.0189 1.8876 0.278 -0.379 0.022
C 5.0745 1.9174 3.0414 0.586 0.548 0.790
C 3.7151 1.5284 3.7970 1.063 -0.501 0.561
C 2.7225 2.7526 4.1301 -0.675 -1.032 0.935
N 1.3193 2.3116 3.7843 -4.609 -0.671 -1.513
C 0.3066 3.1051 3.0995 -2.246 -2.071 -0.312
C -0.9920 2.3052 2.8835 3.446 -1.049 1.648
C -0.7945 0.8770 3.5036 4.713 4.830 0.120
C 0.6600 1.0293 4.0413 -1.635 -0.491 -0.733
N 4.1573 3.2754 -0.4240 -2.400 -2.600 1.838
C 3.0160 2.9607 -1.3570 -1.372 2.425 0.108
P 3.2044 3.2800 -3.2210 0.101 -0.364 -2.559
N 4.5327 4.4596 -3.3711 -1.917 0.174 1.656
O 1.7887 4.1274 -3.7168 1.086 -0.352 2.663
H -6.0755 2.2933 -7.5660 0.851 -0.315 1.678
H -6.3223 1.3557 -6.0048 1.088 0.815 -0.670
H -5.3689 2.9543 -5.9722 -0.269 -1.396 -0.801
H -3.3723 1.9506 -6.9915 -0.976 -1.251 0.009
H -4.3756 0.6568 -7.9128 0.442 0.835 1.408
H -2.9782 -0.5525 -6.1360 -1.346 0.777 0.340
H -4.8001 -0.6636 -5.7777 1.363 1.052 -0.031
H -2.5106 0.9182 -4.2401 -1.603 -0.398 -0.122
H -4.2193 1.6271 -4.2175 0.893 -1.631 -0.102
H -4.0748 0.1677 -2.1587 -0.134 -0.763 -1.433
H -5.1260 -0.7396 -3.4265 1.560 0.476 0.572
H -2.9147 -2.0548 -4.0948 -0.420 0.310 1.811
H -3.5309 -2.4530 -2.3635 0.809 1.096 -0.826
H -0.8325 -1.3488 -3.3429 -1.107 0.305 1.113
H -1.6727 -0.0025 -2.4093 0.152 -1.610 -0.207
H -0.8779 -0.9240 -0.3806 -0.408 -1.433 -1.178
H -1.9854 -2.3939 -0.7119 1.354 0.945 -0.408
H 0.4511 -3.0728 -0.1959 -0.385 0.410 -1.693
H -0.0042 -3.6698 -1.8816 0.029 1.434 0.701
H 2.2893 -2.6384 -2.1264 -1.353 1.074 0.345
H 1.2270 -1.2526 -2.7358 0.037 -0.965 1.264
H 2.7630 -1.6503 -0.0111 -1.444 1.025 -0.807
H 1.2263 -0.5412 0.0422 1.264 -0.881 -1.145
H 3.9975 0.1589 -0.7379 -1.453 0.183 -1.064
H 3.0461 0.1717 -2.3922 -0.004 -0.098 1.713
H 2.2781 1.0439 1.4049 0.303 1.767 -0.468
H 1.6930 2.8427 0.8312 0.851 -1.544 0.739
H 5.9688 3.0763 1.3569 -1.740 -0.066 0.688
H 4.7858 4.0751 2.3370 -0.125 -1.728 -0.795
H 5.6558 0.9960 2.6473 -1.284 1.408 0.588
H 5.7768 2.3731 3.8446 -1.040 -0.605 -1.463
H 4.0328 1.0780 4.8175 -0.499 0.627 -1.759
H 3.2399 0.6603 3.2202 0.229 1.552 0.921
H 2.7112 2.9649 5.2695 0.302 -0.372 -1.887
H 2.9731 3.7457 3.6304 -0.560 -1.492 0.354
H 0.4900 4.1818 2.7500 -0.165 -1.903 0.779
H -1.9428 2.6489 2.3581 1.729 -0.287 0.867
H -1.5074 -0.0081 3.5714 1.384 1.479 0.007
H 1.2481 0.2283 4.6013 -0.960 1.320 -0.879
H 5.0048 3.8284 -0.6246 -0.640 -0.494 0.102
H 2.2349 3.7725 -1.0594 1.024 -1.154 -0.356
H 4.3996 4.9452 -4.2759 0.229 -0.518 0.536
H 4.3796 5.1883 -2.6433 0.376 -0.193 -0.789
H 1.3085 4.4753 -2.9187 0.324 -0.176 -1.177
C 4.6265 1.6162 7.8536 0.066 0.094 0.087
C 4.1441 0.2340 8.2707 0.204 -0.014 0.010
N 5.2164 -0.7461 8.4131 0.012 -0.247 -0.289
C 4.7220 -2.1162 8.5198 -0.025 -0.090 -0.264
C 3.8807 -2.4714 9.7403 -0.088 -0.202 0.195
C 6.3009 -0.3967 9.3257 0.105 0.367 -0.072
C 5.9361 -0.0870 10.7769 0.127 -0.054 0.251
H 5.2234 1.5681 6.9378 0.068 -0.061 0.095
H 3.7674 2.2652 7.6594 0.021 -0.045 0.080
H 5.2237 2.0910 8.6359 -0.008 0.006 -0.120
H 3.4555 -0.1098 7.4897 0.076 -0.270 0.133
H 3.5527 0.3262 9.1896 -0.136 0.102 0.028
H 5.5666 -2.8118 8.4568 0.064 0.219 0.057
H 4.1252 -2.3278 7.6240 0.005 0.177 0.010
H 4.4904 -2.5685 10.6392 -0.083 0.078 -0.013
H 3.3958 -3.4387 9.5810 0.012 0.061 -0.002
H 3.0924 -1.7384 9.9262 0.052 -0.036 0.008
H 6.8230 0.4751 8.9157 -0.130 -0.016 -0.049
H 7.0566 -1.1893 9.3140 -0.245 -0.091 -0.134
H 5.0671 0.5687 10.8613 0.013 -0.033 -0.030
H 6.7740 0.4205 11.2643 -0.064 -0.031 -0.046
H 5.7428 -0.9963 11.3471 -0.100 0.105 -0.006
C -6.6171 -0.8984 -12.7073 0.015 0.033 -0.110
C -5.4853 -0.4203 -11.8051 -0.026 -0.127 -0.157
N -4.1784 -0.9573 -12.1702 0.305 -0.162 0.262
C -3.1593 -0.7388 -11.1452 -0.134 -0.234 0.099
C -2.7627 0.7015 -10.8328 0.213 0.178 0.067
C -3.7423 -0.7230 -13.5429 -0.305 -0.130 -0.209
C -3.6559 0.7252 -14.0235 0.181 0.152 -0.181
H -6.6510 -1.9902 -12.7542 0.080 0.091 -0.013
H -7.5763 -0.5503 -12.3144 0.099 0.005 -0.021
H -6.5210 -0.5080 -13.7237 -0.021 -0.063 0.054
H -5.7292 -0.7497 -10.7885 0.290 0.020 -0.012
H -5.4844 0.6766 -11.7859 -0.095 0.129 0.027
H -2.2580 -1.3049 -11.4074 -0.130 0.040 -0.173
H -3.5131 -1.2014 -10.2155 -0.157 0.020 -0.105
H -2.1387 1.1269 -11.6198 -0.100 0.053 0.028
H -2.1736 0.7286 -9.9112 -0.038 -0.010 -0.024
H -3.6299 1.3487 -10.6829 0.037 -0.037 -0.037
H -4.4229 -1.2603 -14.2123 -0.051 0.036 0.140
H -2.7728 -1.2062 -13.7050 -0.053 0.008 0.277
H -4.5278 1.3162 -13.7360 0.021 -0.047 0.021
H -3.5962 0.7451 -15.1160 -0.017 -0.008 0.078
H -2.7598 1.2218 -13.6491 -0.120 0.063 0.025
C -0.0910 -2.3386 8.0054 0.075 -0.126 0.035
C -1.4847 -2.0249 7.4815 0.121 -0.040 -0.022
N -1.6837 -2.4055 6.0880 -0.049 0.253 -0.413
C -2.9007 -1.8438 5.5086 0.085 0.249 -0.011
C -4.2373 -2.2956 6.0898 -0.277 -0.062 -0.083
C -1.4184 -3.8010 5.7527 0.334 -0.083 0.157
C -2.2008 -4.8743 6.5082 -0.113 -0.262 -0.076
H 0.6773 -1.8902 7.3688 -0.062 -0.063 -0.019
H 0.0283 -1.9292 9.0122 -0.045 -0.045 -0.073
H 0.0913 -3.4146 8.0678 0.034 0.080 -0.015
H -1.6215 -0.9414 7.5730 -0.180 -0.093 -0.217
H -2.2269 -2.4897 8.1416 -0.030 -0.006 0.140
H -2.9045 -2.0290 4.4275 0.116 -0.177 0.082
H -2.8445 -0.7518 5.5997 0.120 -0.058 0.154
H -4.4908 -3.3088 5.7758 0.008 0.031 0.110
H -5.0356 -1.6420 5.7269 0.051 -0.022 0.027
H -4.2525 -2.2515 7.1809 0.030 -0.017 -0.072
H -0.3504 -3.9908 5.9071 -0.054 0.114 0.081
H -1.5628 -3.9515 4.6772 -0.119 0.247 0.065
H -2.2444 -4.6848 7.5825 0.008 0.033 -0.047
H -1.7165 -5.8458 6.3695 -0.025 0.076 0.016
H -3.2191 -4.9723 6.1304 0.022 0.025 0.140
```
Forces are in eV/Å.

For the HOMO energy, the calculation gives -9.052 eV. The net charge is +1.

=====

Below is C30H47BO2P2Y as an isolated structure at a distorted geometry, with properties calculated with wB97M-V/def2-TZVPD.

```
83
Properties=species:S:1:pos:R:3:forces:R:3
Y 1.6569 -3.5669 -1.9737 -0.133 4.931 -0.097
C 0.5259 1.0905 -2.0840 -0.610 -0.155 1.246
C -0.6544 0.4932 -2.5981 -0.058 -0.521 1.257
C -1.1412 1.3225 -0.5110 0.958 -0.614 -1.114
C 0.2285 1.5931 -0.7840 -0.829 -0.671 -0.939
C -1.6762 0.6093 -1.6172 1.044 0.431 0.122
C 1.8077 1.2639 -2.7998 0.294 0.349 -0.313
H 1.8714 0.5806 -3.6552 0.168 0.143 0.025
H 2.6601 1.0757 -2.1377 0.090 0.189 -0.145
H 1.9252 2.2940 -3.1781 0.117 -0.299 -0.027
C 1.1576 2.2690 0.1402 0.211 0.418 0.265
H 2.1063 2.5089 -0.3494 -0.019 0.057 0.100
H 1.3848 1.6535 1.0220 0.094 0.058 0.085
H 0.7221 3.2073 0.5082 0.210 -0.008 0.055
C -1.8751 1.7491 0.6957 -0.273 0.253 0.226
H -1.5358 2.7466 1.0026 -0.164 -0.116 0.142
H -1.7222 1.0795 1.5531 -0.146 0.047 0.144
H -2.9526 1.8001 0.4966 0.131 0.022 0.188
C -3.0796 0.1603 -1.7486 -0.441 0.012 -0.156
H -3.7610 1.0040 -1.9437 -0.023 -0.280 0.020
H -3.4286 -0.3335 -0.8318 -0.172 0.010 -0.090
H -3.1804 -0.5509 -2.5764 -0.158 0.076 0.108
C -0.8081 -0.1351 -3.9269 -0.276 -0.003 -0.685
H -1.2519 0.5685 -4.6474 0.076 -0.239 -0.093
H -1.4670 -1.0118 -3.8876 0.052 0.078 -0.118
H 0.1553 -0.4552 -4.3383 -0.070 0.001 -0.091
C 3.2681 -4.9893 -1.1700 1.335 -1.216 0.836
C 3.6263 -4.6012 -2.4607 1.555 -0.151 -0.194
C 3.0251 -5.1254 -3.7367 0.032 -0.108 -0.213
C 1.6183 -5.8282 -3.6783 -0.153 -0.397 -0.670
C 0.4960 -5.2118 -2.8498 -1.237 -1.356 -1.352
C 0.3311 -5.3163 -1.4624 -1.151 -1.314 1.051
C 1.1148 -6.2763 -0.5647 -0.236 -0.276 -0.006
C 2.6417 -6.3320 -0.8148 0.014 -0.332 0.334
H 3.7016 -5.8375 -4.2362 -0.163 0.161 0.137
H 1.7651 -6.8950 -3.4457 -0.076 0.415 0.085
H 2.9823 -4.2666 -4.4328 -0.101 -0.198 -0.044
H 2.8698 -7.1180 -1.5564 -0.026 0.534 0.179
H 3.7904 -4.5326 -0.3184 0.148 -0.079 -0.572
H 4.4741 -3.9238 -2.6111 -0.249 -0.167 0.076
H 3.1143 -6.6773 0.1251 -0.187 0.100 -0.465
H 0.9347 -6.0347 0.4995 -0.012 0.078 -0.451
H -0.5878 -4.9403 -0.9899 0.059 -0.273 -0.520
H 0.7160 -7.2967 -0.6954 0.024 0.235 0.066
H 1.2719 -5.7854 -4.7276 0.106 -0.213 0.502
H -0.2797 -4.7387 -3.4723 0.047 -0.203 0.473
P 2.4134 -1.1257 0.5671 -0.408 0.382 -0.383
P -0.7546 -2.2828 2.2143 0.099 -0.085 -0.861
C 2.0038 -2.8730 1.1215 -0.280 -0.543 -0.231
C 0.8063 -3.2530 2.0546 -0.106 0.210 0.272
H 2.8848 -3.2401 1.6537 0.013 -0.325 -0.307
H 1.9230 -3.5094 0.1991 0.081 0.182 1.253
H 0.4476 -4.2589 1.7833 0.133 0.203 0.106
H 1.1567 -3.3204 3.0988 -0.021 -0.006 -0.336
C -1.8650 -3.1948 3.3224 -0.074 -0.189 0.374
H -2.8298 -3.3640 2.8277 0.304 0.058 0.061
H -2.0485 -2.6181 4.2386 0.083 -0.137 -0.242
H -1.4354 -4.1648 3.6044 -0.072 0.230 -0.099
C -1.5875 -2.1282 0.6096 0.042 0.098 0.243
H -2.6586 -1.9994 0.8214 0.292 0.048 -0.219
H -1.4404 -3.0205 -0.0220 -0.034 0.231 0.434
H -1.2123 -1.2373 0.0889 -0.038 0.246 -0.249
C 3.8807 -0.7833 1.6066 -0.017 0.294 0.413
H 4.5722 -0.1805 0.9988 -0.232 -0.101 0.432
H 4.3759 -1.7122 1.9195 0.041 0.276 -0.031
H 3.5624 -0.2001 2.4763 0.278 -0.231 -0.102
C 3.4543 -1.3965 -0.9801 0.270 -0.601 -0.353
H 3.4859 -2.3754 -1.5250 0.188 0.813 0.505
H 4.5107 -1.2673 -0.7003 -0.345 -0.109 -0.204
H 3.2044 -0.6002 -1.6918 -0.034 -0.302 0.092
O 1.0766 -0.2319 3.1360 -1.779 -1.381 -0.756
B -0.2926 -0.6192 3.0714 1.159 2.342 1.025
O -1.0753 0.2597 3.8559 0.456 -1.885 -1.186
C -0.1742 1.1167 4.4245 0.899 0.760 0.857
C -0.3870 2.0293 5.4510 0.242 -0.239 -0.390
C 0.7477 2.6293 6.0052 -0.332 0.167 0.028
C 2.0312 2.3619 5.5341 0.336 -0.244 -0.485
C 2.2454 1.4553 4.4816 -0.217 0.366 0.360
C 1.1144 0.8433 3.9764 -0.174 0.270 0.703
H -1.3852 2.2309 5.8049 -0.055 0.051 0.118
H 0.6183 3.3297 6.8316 0.042 -0.199 -0.273
H 2.8919 2.8547 5.9887 -0.301 -0.124 -0.136
H 3.2371 1.2267 4.0962 -0.237 0.065 0.202
```
Forces are in eV/Å.

For the HOMO energy (spin up / spin down), the calculation gives -7.401 / -7.401 eV. The net charge is +1.

=====

Below is a 2-piece molecular cluster, C6H15BrO2Si overall at a distorted geometry, with properties calculated with wB97M-V/def2-TZVPD.

```
25
Properties=species:S:1:pos:R:3:forces:R:3
C 1.5371 1.6453 -1.4947 -1.298 0.271 2.331
C -2.7066 1.4793 0.1697 1.762 -3.329 3.732
C 0.0049 -2.7863 -1.3056 0.106 -1.001 3.817
C -1.0422 -1.5126 1.9580 -0.525 4.484 -0.996
C 1.7866 1.8804 0.0155 0.157 0.503 0.927
C 1.8872 0.6096 0.7967 -2.137 -1.009 -2.635
O -2.0673 0.2901 -0.2737 -0.432 -0.799 -0.604
O -0.8657 -1.6909 -1.1288 0.722 0.005 -0.660
Si -0.9231 -0.7488 0.1727 1.448 0.981 1.789
Br 3.2194 -0.5807 0.1869 0.788 -0.720 -0.531
H 1.5494 2.5850 -1.9063 0.581 2.435 -1.398
H 2.3157 1.0586 -1.8945 0.474 -0.943 -0.688
H 0.4971 1.3730 -1.7222 0.404 -0.944 0.289
H -1.8640 1.9595 0.6240 -0.232 1.309 0.872
H -3.5095 1.1724 0.8915 0.581 0.825 -0.699
H -2.9940 1.9773 -0.6434 -1.629 2.038 -3.053
H 0.9080 -2.8462 -0.6432 -0.652 0.864 -0.071
H 0.4294 -2.9279 -2.2275 0.210 0.151 -2.729
H -0.5644 -3.6387 -0.9603 -0.096 -0.676 -0.540
H -1.3424 -0.5889 2.6376 1.240 -1.906 -1.139
H -1.8047 -2.1767 2.0666 -2.492 -1.996 0.078
H -0.1588 -2.0305 2.1588 1.681 -0.214 0.752
H 0.9525 2.4299 0.5375 0.667 -0.178 -0.834
H 2.7328 2.5180 0.1731 -1.091 -0.769 -0.388
H 2.0225 0.5498 1.8117 -0.236 0.618 2.377
```
Forces are in eV/Å.

For the HOMO energy (spin up / spin down), the calculation gives -6.638 / -7.128 eV. The net charge is 0.